The following is a quantum chemistry calculation of a 2-piece molecular cluster, C3H5N3 overall in a non-equilibrium geometry, from the Open Molecules 2025 dataset.

Computed properties:
- LUMO (eV) = -0.26
- ΔE to the lowest compared entry with this formula, charge and spin (kJ/mol) = 401.3
- molar mass (g mol⁻¹) = 83.1
- orbital gap (eV) = 9.1

Last columns: bonded neighbours and bond lengths (Å).
Geometry (Å):
1 C 0.89 1.59 0.06  H4 1.205, H5 1.162, H6 1.120, N9 1.502
2 C -0.46 -1.54 -0.76  C3 1.402, H8 1.108, N10 1.337
3 C -1.34 -1.74 0.31  C2 1.402, N11 1.159
4 H 0.93 2.09 1.15  C1 1.205
5 H 1.89 1.01 0.02  C1 1.162
6 H 0.68 2.28 -0.81  C1 1.120
7 H -0.17 -0.03 1.29  no bonds
8 H -0.37 -2.26 -1.60  C2 1.108
9 N -0.17 0.53 0.00  C1 1.502, N10 1.302
10 N 0.16 -0.36 -0.89  C2 1.337, N9 1.302
11 N -2.04 -1.56 1.22  C3 1.159